w) # C39H61MnN2OP2SSi

A structure of composition C39H61MnN2OP2SSi (wB97M-V/def2-TZVPD, the OMol25 dataset).

* LUMO energy (spin up / spin down): 0.176 / 0.464 eV
* Kohn-Sham gap (spin up / spin down): 6.5 / 7.4 eV

Structure (ORCA input):
```
! wB97M-V def2-TZVPD RIJCOSX def2/J DEFGRID3
* xyz 0 5
Mn 0.24 0.20 1.18
S 1.58 0.57 2.81
P 0.14 -2.23 1.02
P 0.34 2.36 0.27
Si -2.03 0.21 0.20
O 0.66 0.14 -2.13
N -0.46 0.69 -4.01
N 0.05 -1.56 -3.39
C -2.93 -1.75 -1.83
C -3.72 0.32 1.05
C -2.83 -4.62 2.96
C 2.58 -2.13 -0.34
C 0.09 -0.23 -3.14
C -0.96 2.60 -1.03
C -2.97 2.98 -2.91
C -1.57 5.70 2.08
C 4.36 3.75 -0.42
C -1.21 -3.82 -0.93
C -0.29 -4.35 3.10
C 4.09 -2.55 -0.34
C -3.06 1.94 -1.94
C 1.80 -2.99 0.67
C -1.41 3.77 3.67
C -2.00 1.67 -1.09
C -2.01 -1.46 -0.77
C 3.64 2.14 -2.27
C -2.93 -3.20 2.43
C 4.67 2.42 -1.14
C -1.25 5.27 3.49
C 2.24 2.65 -1.87
C -1.13 -2.54 -0.39
C -1.93 3.84 -2.90
C 2.95 3.74 0.27
C -0.18 3.63 1.49
C 2.05 2.66 -0.35
C -2.97 -3.03 -2.34
C 1.98 -4.47 0.36
C 4.32 -4.06 -0.50
C -2.17 -4.08 -1.88
C -0.99 0.40 -5.28
C -0.87 3.67 -1.95
C -0.55 5.10 1.05
C -1.83 -2.33 3.04
C -1.34 3.02 2.33
C 3.46 -4.87 0.49
C -0.37 -2.87 2.72
C -1.47 -5.19 2.64
H 0.31 5.76 0.96
H -0.05 4.33 -1.91
H -0.25 0.69 -6.05
H -1.08 5.10 0.11
H -1.40 -5.35 1.54
H -1.63 6.80 2.02
H 4.67 1.59 -0.36
H 4.69 -2.06 -1.14
H 4.55 -2.19 0.57
H 1.76 -4.57 -0.75
H 3.55 1.09 -2.54
H -0.68 -1.84 -4.03
H -3.73 1.26 1.60
H -1.07 -0.64 -5.39
H -0.25 5.58 3.66
H 0.28 -2.25 3.30
H 1.43 2.05 -2.29
H 2.54 4.77 0.20
H -3.93 -0.44 1.84
H -3.78 3.02 -3.63
H -2.44 3.53 4.05
H 0.59 3.54 2.21
H -0.68 3.39 4.39
H 2.45 1.69 -0.03
H 5.66 2.45 -1.60
H -2.93 -3.12 1.31
H 2.14 -2.20 -1.35
H 3.57 -5.97 0.37
H -1.92 -2.31 4.15
H 0.14 -2.13 -2.55
H 3.80 -4.64 1.50
H 2.51 -1.05 -0.06
H -0.67 -4.62 -0.46
H 1.35 -5.21 0.93
H -2.30 3.07 1.75
H -1.38 -6.19 3.07
H -1.83 5.82 4.26
H 5.38 -4.32 -0.27
H -1.93 4.54 -3.73
H -1.96 0.92 -5.40
H -0.54 1.61 -3.64
H -3.93 -2.76 2.69
H 2.09 3.66 -2.23
H -3.68 -3.29 -3.12
H -3.63 -1.01 -2.15
H -2.59 5.38 1.79
H 5.08 3.98 0.37
H 3.91 2.69 -3.15
H 4.01 -4.46 -1.52
H 0.69 -4.76 2.82
H -2.93 -4.64 4.05
H 2.99 3.51 1.35
H 4.43 4.43 -1.25
H 2.25 -2.81 1.61
H -3.85 1.22 -1.97
H -4.47 0.29 0.27
H -3.59 -5.28 2.63
H -2.24 -5.08 -2.43
H -0.24 -4.40 4.17
H -1.88 -1.24 2.79
H -1.18 1.99 2.49
*
```

x) # C39H61MnN2OP2SSi

A structure of composition C39H61MnN2OP2SSi (wB97M-V/def2-TZVPD, the OMol25 dataset).

* LUMO energy (spin up / spin down): 0.463 / 0.491 eV
* Kohn-Sham gap (spin up / spin down): 6.7 / 7.1 eV

Structure (ORCA input):
```
! wB97M-V def2-TZVPD RIJCOSX def2/J DEFGRID3
* xyz 0 5
Mn 0.16 -0.23 -0.07
S -0.09 -2.43 -0.08
P 2.38 0.49 -0.81
P -2.18 0.01 0.32
Si -0.30 2.08 -0.70
O 1.01 0.38 1.90
N 1.23 -1.77 2.66
N 1.48 0.02 4.09
C 2.92 0.04 -2.51
C -2.63 1.68 0.87
C 2.60 4.81 0.59
C -3.10 -1.04 1.53
C 1.39 4.24 0.25
C -3.56 -2.29 -2.37
C -2.52 -0.83 2.92
C -3.05 0.06 -1.33
C -1.71 2.69 0.43
C 2.81 0.87 -4.89
C -1.98 4.01 0.74
C -3.73 2.05 1.65
C 3.75 2.89 -0.26
C -3.10 4.37 1.46
C 5.70 -1.95 1.35
C 3.45 -1.81 0.26
C 3.74 -0.31 0.22
C 1.32 2.97 -0.30
C 3.79 4.21 0.28
C 5.23 -0.04 -0.15
C -3.96 3.39 1.91
C -3.23 -2.53 1.20
C 2.78 1.27 -3.41
C -4.22 -3.19 2.18
C 6.09 -1.31 0.03
C -5.39 -0.89 -1.23
C 1.47 0.11 -5.17
C 2.06 -1.12 -3.05
C 0.87 -0.55 -3.90
C 2.54 2.31 -0.52
C 1.98 -0.83 5.15
C -5.04 -1.88 -2.36
C 4.31 -2.59 1.25
C -2.67 -1.08 -2.32
C -0.82 2.69 -2.38
C -3.79 -2.90 3.60
C 1.23 -0.43 2.85
C -4.54 0.34 -1.31
C -3.50 -1.44 3.89
H -0.94 3.80 -2.27
H -2.56 0.94 -1.76
H 3.68 0.27 -5.09
H -5.29 -1.37 -0.23
H 3.56 0.08 1.25
H 0.80 -2.10 1.75
H 2.92 -1.27 4.85
H -6.43 -0.67 -1.24
H -0.05 2.61 -3.14
H 0.50 4.79 0.50
H 3.56 1.99 -3.16
H -4.79 3.71 2.55
H 2.91 1.70 -5.57
H -5.31 -1.38 -3.31
H -5.20 -2.74 1.94
H 1.83 1.83 -3.25
H 2.13 -0.21 6.01
H -4.34 -4.25 1.98
H 2.61 -1.75 -3.74
H -4.60 -3.28 4.31
H -3.26 5.43 1.75
H -4.41 -0.84 3.80
H 0.31 0.20 -3.37
H -2.26 -3.00 1.34
H 2.65 5.79 1.02
H 5.61 0.75 0.51
H -2.75 -0.60 -3.34
H -1.79 2.31 -2.69
H -1.34 4.83 0.47
H 3.98 -0.26 -2.44
H -3.37 -2.81 -3.29
H 3.82 -2.62 2.24
H 1.66 -1.74 -2.26
H -5.63 -2.79 -2.30
H 3.60 -2.21 -0.75
H -2.32 0.21 3.14
H 1.43 -2.37 3.47
H 2.38 -1.95 0.39
H 7.14 -1.02 -0.07
H 4.72 2.42 -0.46
H 5.67 -1.14 2.11
H 0.71 0.78 -5.69
H -4.70 0.92 -2.22
H -3.50 -2.76 0.15
H 1.54 1.00 4.24
H -3.33 -2.99 -1.59
H 6.45 -2.67 1.69
H 4.70 4.62 0.53
H 5.93 -1.99 -0.83
H -4.42 1.34 2.13
H 4.37 -3.65 0.92
H 1.29 -1.67 5.42
H 0.13 -1.31 -4.21
H -2.93 -3.53 3.88
H -1.57 -1.34 2.91
H 5.32 0.30 -1.19
H -3.17 -1.30 4.94
H -4.83 1.05 -0.53
H -4.09 -0.61 1.51
H -1.64 -1.44 -2.22
H 1.71 -0.58 -5.97
*
```

Each structure's energy above the most stable one, in kcal/mol: w) 37.8; x) 0.0.